133
Properties=species:S:1:pos:R:3:forces:R:3 method="wB97M-V/def2-TZVPD" orbital_gap_ha="0.3033 / 0.3040" homo_ev="-9.806 / -9.820" spin_multiplicity=2 total_charge=+1 mol_weight_g_mol=758.02
O 0.456531 -0.109842 -0.106602 -1.991 -1.255 0.457
V -0.744600 -1.174827 -0.323696 1.803 0.748 -1.486
C 3.779710 0.690574 0.585255 1.440 -1.713 -1.196
C 4.546164 -0.020925 -0.620286 -2.932 -0.420 -0.743
C 5.934104 0.464076 -0.707408 1.544 -1.052 0.384
C 6.795383 -0.531937 -1.444253 1.793 1.187 -1.519
C 6.791410 -1.944292 -1.030053 -1.165 -0.760 0.143
C 5.326603 -2.455955 -1.179619 0.257 -1.345 0.316
N 4.522225 -1.476328 -0.428056 -0.001 -0.652 0.378
O 3.219528 -1.965018 -0.238933 4.896 -0.200 7.343
C 5.227439 -3.831368 -0.369665 0.823 1.698 1.061
C 4.853684 -2.665599 -2.676212 0.152 -0.340 0.521
C 3.874182 0.284882 -2.032420 0.238 1.585 1.167
H 4.118520 1.697604 0.497043 -0.112 1.051 0.210
H 4.147314 0.261040 1.539198 -0.373 0.186 -0.520
H 2.719695 0.596354 0.438132 -0.457 0.038 0.255
H 6.404057 0.660007 0.249430 -0.176 -0.190 0.591
H 6.077974 1.372425 -1.249492 -0.602 0.919 -0.361
H 7.810557 -0.115886 -1.363577 -0.009 -0.256 -0.330
H 6.553120 -0.560953 -2.516093 0.064 0.529 0.094
H 7.147942 -1.987088 -0.003507 -0.274 -0.514 0.290
H 7.446528 -2.555660 -1.652282 0.042 0.065 -0.010
H 5.205784 -3.494499 0.687843 -0.691 -0.233 -0.438
H 6.159432 -4.398149 -0.310275 0.106 -0.021 -1.006
H 4.406709 -4.493657 -0.595388 -0.333 0.035 -0.163
H 5.291264 -1.970486 -3.388892 -0.173 0.386 0.126
H 3.753822 -2.630642 -2.741383 0.318 0.229 0.070
H 5.109379 -3.646835 -3.090083 0.200 -0.079 0.475
H 3.318551 1.235516 -1.885839 0.401 -0.216 -0.459
H 3.114326 -0.416580 -2.390533 0.459 -0.203 0.120
H 4.734735 0.442685 -2.716787 -1.089 -0.220 -0.116
C -4.584777 -1.600046 2.216591 1.828 -0.834 -0.672
C -3.435764 -1.941188 1.130440 -1.489 0.169 1.373
C -4.045432 -2.761674 -0.001803 0.001 0.153 -0.382
O -3.092792 -2.786604 -1.048376 0.603 0.165 0.988
C -3.402573 -3.647801 -2.085337 -0.972 -0.309 -1.246
N -2.683799 -0.742194 0.731971 1.381 0.060 1.181
H -5.188466 -2.498971 2.385132 -0.164 0.304 -0.193
H -5.196092 -0.713299 1.976217 0.315 -0.458 -0.029
H -4.009443 -1.461043 3.134118 -0.408 0.378 0.090
H -2.664442 -2.557917 1.609086 -0.557 -0.192 0.040
H -4.993410 -2.396217 -0.423323 0.016 0.554 0.271
H -4.336085 -3.766873 0.379976 0.643 0.286 -0.176
H -3.772090 -4.621200 -1.742329 0.384 -0.056 0.102
H -2.553399 -3.739880 -2.754381 0.329 -0.178 0.208
H -4.208138 -3.243807 -2.719702 -0.062 0.107 0.174
H -3.281175 -0.060512 0.296079 -0.178 0.358 -0.429
H -2.368166 -0.239805 1.653440 -0.819 -0.746 -1.213
C -2.447814 0.136330 5.447918 0.144 0.536 0.900
C -3.177412 0.902402 4.388937 1.405 1.485 -1.893
C -3.363392 2.386111 4.789276 0.014 -0.250 0.786
O -3.786535 3.304174 3.804771 -0.117 -0.155 0.193
C -5.127040 3.147303 3.445056 -0.143 -0.401 -1.218
N -2.341803 0.926052 3.121813 -0.062 -0.836 0.619
H -3.133432 -0.044968 6.284447 0.361 -0.423 -0.138
H -1.556113 0.625509 5.850691 -0.252 0.635 -0.025
H -1.996424 -0.737172 5.028974 -0.364 -1.135 -0.187
H -4.121489 0.400260 4.188361 -0.159 0.127 -0.166
H -2.370287 2.784885 5.028496 -0.209 -0.320 0.541
H -4.075747 2.398916 5.639934 0.471 0.331 -0.058
H -5.828300 2.930057 4.232933 -0.096 0.524 0.966
H -5.215874 2.249369 2.843615 -0.122 -0.311 -0.714
H -5.434578 4.010920 2.846972 -0.002 -0.146 0.272
H -1.315289 0.981749 3.320609 -1.144 0.607 -0.155
H -2.646269 1.722597 2.560356 0.473 0.008 0.248
C 0.965659 4.233332 3.920444 0.139 0.517 -0.792
C 0.595202 3.513263 2.632845 0.989 -0.077 -0.532
C 1.632424 3.961708 1.568189 -0.065 0.583 0.632
O 1.379763 3.421712 0.303361 -0.035 -0.166 -0.747
C 2.091008 4.131664 -0.749241 -0.590 -0.797 1.976
N 0.603441 2.060406 2.802217 0.148 -0.459 0.821
H 2.011714 4.071996 4.124923 0.383 -0.709 0.565
H 0.307282 3.969011 4.733535 0.033 -0.024 0.345
H 0.992474 5.315630 3.760207 -0.673 -0.022 0.040
H -0.414742 3.796294 2.335285 0.018 0.100 -0.150
H 2.644242 3.650460 1.916418 -0.384 0.160 -0.104
H 1.618768 5.070593 1.501744 0.030 -0.308 0.096
H 1.964118 3.521128 -1.614108 0.238 -0.305 -0.759
H 3.137327 4.233790 -0.436906 -0.115 0.158 -0.430
H 1.576959 5.071504 -0.864745 0.209 0.681 -0.275
H 0.659682 1.578297 1.913318 0.156 0.000 -0.189
H 1.377500 1.733072 3.399796 -0.404 0.389 -0.568
C -2.077403 -0.040623 -4.534685 0.174 -0.523 1.273
C -1.193965 -0.524419 -3.332477 -0.551 -1.329 -0.901
C 0.331084 -0.435008 -3.537239 -1.018 1.124 0.492
O 0.850749 -1.653142 -3.964705 -1.206 -0.620 1.325
C 1.681334 -1.600618 -5.049724 1.870 -0.505 0.713
N -1.573866 0.022689 -2.010691 0.164 0.324 0.792
H -1.566377 -0.338307 -5.449219 -0.124 0.317 -0.153
H -2.275969 1.029085 -4.457985 0.313 0.093 -0.334
H -3.066749 -0.533171 -4.524339 0.436 0.078 0.075
H -1.250037 -1.636281 -3.288907 -0.638 0.706 0.201
H 0.709593 -0.133175 -2.564730 0.634 -0.093 0.152
H 0.592051 0.327933 -4.244746 0.129 0.662 -0.470
H 2.129845 -2.587628 -5.083013 -0.117 -0.258 -0.726
H 2.518636 -0.952495 -4.819785 0.334 0.581 -0.348
H 1.165870 -1.300862 -5.920160 -0.403 0.212 -1.319
H -2.575694 0.233266 -1.868093 0.481 -0.625 -0.558
H -1.198962 0.992395 -1.858977 -0.130 -0.742 -0.450
C -2.019859 4.564112 0.262150 1.301 -1.676 0.211
C -2.170451 3.102408 -0.335970 0.834 0.993 0.308
C -3.629968 2.794755 -0.620073 0.668 1.118 -0.126
O -3.860989 1.415630 -0.815220 -0.337 0.550 -0.188
C -5.243029 1.120713 -0.953130 -0.475 0.202 1.060
N -1.298870 2.910335 -1.510740 -0.655 0.098 0.146
H -0.921553 4.680345 0.448545 -0.838 0.240 -0.593
H -2.426229 4.631241 1.270313 -0.560 0.094 -0.102
H -2.404720 5.320795 -0.408612 -0.078 0.233 -0.049
H -1.767646 2.424043 0.412771 -0.204 -0.265 0.313
H -3.932949 3.403497 -1.516960 -0.050 -0.608 0.619
H -4.142959 3.187321 0.268176 -0.487 -0.286 -0.192
H -5.783451 1.859153 -1.571252 0.368 -0.452 -0.055
H -5.749444 1.110237 0.047362 0.385 0.127 -0.585
H -5.280949 0.111127 -1.332998 -0.305 -0.181 -0.429
H -0.331237 3.007145 -1.227197 0.081 0.119 0.209
H -1.509996 3.672951 -2.138940 0.188 0.060 -0.440
C 1.006905 -4.731399 -1.812656 -0.809 -1.752 -0.448
C 0.012914 -3.909407 -0.996126 3.524 0.110 0.568
C 0.536889 -3.803858 0.423487 -2.853 -1.058 1.356
O -0.431161 -2.788011 1.009350 0.944 0.367 0.161
C 0.017147 -2.235358 2.265213 1.523 0.282 -0.740
N 0.112566 -2.572387 -1.426434 -1.648 2.650 -0.162
H 0.439812 -5.091537 -2.677773 0.278 -0.093 -0.114
H 1.341881 -5.643295 -1.276359 -0.050 0.491 -0.242
H 1.867860 -4.204711 -2.225398 -0.012 0.267 0.480
H -0.967042 -4.314939 -1.067703 -0.924 -0.456 0.237
H 1.589833 -3.583172 0.486337 0.227 0.865 0.015
H 0.304360 -4.643680 1.093635 0.317 -0.277 -0.350
H -0.721237 -1.552769 2.658813 -0.387 0.013 0.078
H 0.933903 -1.668997 2.015796 -0.301 -0.022 0.418
H 0.302603 -2.994567 2.988131 -0.361 -0.313 0.004
H 0.821709 -2.389718 -2.120682 -0.337 -0.131 -0.173
H 2.614217 -1.995537 -0.850146 -4.596 0.538 -6.602